Density functional theory data (wB97M-V/def2-TZVPD) for 14 unconnected molecules or ions with the total composition C84H196O42 in a non-equilibrium geometry.

Atoms and positions in Å:
1 H -1.645 7.525 -4.118
2 H 0.807 1.714 -5.415
3 C -0.474 -7.563 8.593
4 C 12.052 -0.374 -0.644
5 O 3.653 4.807 -0.473
6 C -1.234 -2.919 -4.093
7 C 1.271 2.860 5.483
8 H 0.778 -5.557 9.979
9 H -0.682 6.252 -3.435
10 O -5.538 2.930 -5.635
11 H 2.334 2.688 5.317
12 H 3.130 2.323 3.322
13 H 0.460 1.217 -8.919
14 H -6.522 4.758 -5.084
15 H 5.934 8.331 -9.114
16 C -1.991 -1.132 -10.556
17 H 1.828 3.780 -0.520
18 H -2.925 -0.969 -1.622
19 O -1.338 0.475 0.287
20 H -6.912 -6.323 -2.494
21 H 1.378 -1.897 4.623
22 O -4.840 -1.451 -2.119
23 C 3.781 7.135 -7.973
24 C -0.521 4.708 -7.174
25 O -0.643 1.919 6.663
26 H -1.185 -5.645 11.946
27 C -0.872 -1.146 2.088
28 C 2.849 1.851 2.380
29 C 1.424 -1.036 8.480
30 C 4.256 3.505 1.382
31 H 10.781 -2.623 -1.154
32 C -1.233 -7.242 7.332
33 H -0.519 4.711 5.707
34 H 12.902 0.146 -0.202
35 C 6.084 7.508 -8.416
36 H 1.933 -3.471 9.564
37 H 4.877 -4.573 3.573
38 C -2.297 -1.156 -8.144
39 H 7.576 7.810 -4.908
40 H -6.859 -0.461 8.917
41 O 4.883 -3.174 2.025
42 O 4.449 -3.050 -1.050
43 O 3.116 6.940 -5.626
44 C 4.695 3.933 -0.084
45 C -6.815 -0.714 6.766
46 H 1.015 0.864 6.380
47 H -0.950 -3.337 -3.127
48 O -2.229 -4.600 10.554
49 C 1.849 1.963 -5.613
50 H -5.151 4.330 -4.087
51 C -5.932 3.915 -4.724
52 H -6.216 1.559 0.539
53 H 2.133 -0.255 -6.887
54 C -1.075 -5.714 5.471
55 C -6.851 -1.426 -0.631
56 H 2.806 0.480 -8.362
57 C -0.946 -4.936 11.153
58 H -5.036 3.275 2.630
59 H -7.847 0.451 -5.070
60 O 2.078 1.837 -7.024
61 H 3.025 6.178 -3.580
62 H 0.196 -0.947 2.004
63 H -5.097 -0.660 10.607
64 H -0.858 -3.686 -4.771
65 C -9.218 2.362 -6.903
66 H -1.524 4.527 -5.009
67 H 1.205 -1.006 9.547
68 H 2.486 -4.682 6.732
69 H -0.442 -4.044 11.526
70 H -6.760 -1.801 6.704
71 H -3.370 -1.041 -8.293
72 H -0.520 5.063 0.536
73 H -2.192 5.854 -1.538
74 O 11.584 -1.243 0.422
75 H 3.055 5.319 -7.047
76 C -6.453 -0.285 4.410
77 H -1.917 0.875 -8.681
78 H 4.973 -1.526 0.118
79 H 3.552 8.192 -7.840
80 H -0.933 -6.036 2.192
81 H -0.112 3.738 1.592
82 O -9.772 1.227 -6.303
83 H -7.747 -0.150 6.727
84 C -1.814 0.237 -7.804
85 C -1.068 5.337 3.848
86 H -2.379 0.699 -6.995
87 O -6.727 0.307 -6.778
88 H -5.723 0.416 2.536
89 H -1.744 -1.680 -11.465
90 O 3.950 -4.724 8.211
91 H -4.567 6.787 -1.012
92 O -6.883 -0.214 0.219
93 H 8.616 0.914 -1.002
94 H 6.272 -2.101 -0.791
95 O 8.024 7.214 -6.880
96 C -1.707 0.065 1.628
97 H 1.948 5.024 -1.811
98 H -1.437 -1.862 -0.368
99 H -3.076 -1.026 -10.587
100 H 10.541 1.002 -0.024
101 H -0.334 6.140 3.788
102 C -6.378 -5.384 -2.637
103 H -1.500 -6.512 4.861
104 C 2.030 0.563 -7.601
105 H -3.560 3.243 3.675
106 C -6.169 -0.284 8.092
107 H 1.932 -0.103 8.237
108 H 9.084 -4.684 7.242
109 H 8.945 -4.886 5.575
110 H -1.478 3.549 5.039
111 H -4.597 0.682 9.737
112 C 5.904 -3.344 1.012
113 H 7.966 6.198 -5.112
114 O 7.078 -4.771 6.413
115 H 2.727 -4.152 -2.536
116 H -4.986 -7.150 -0.914
117 H 5.156 3.482 1.995
118 H 0.659 5.196 1.837
119 H 1.297 3.545 6.331
120 C -9.082 -0.004 -6.666
121 H 2.799 3.597 -1.950
122 C -3.507 -1.685 -2.203
123 C -4.371 6.239 -1.934
124 C -6.393 0.897 -0.309
125 H 6.284 -3.478 3.528
126 H -6.731 3.578 -4.063
127 C 8.162 0.244 -3.080
128 H -1.868 5.899 4.330
129 H 3.095 -0.336 1.830
130 C 0.439 1.568 5.781
131 C 5.429 -2.463 -0.202
132 H 2.950 -4.065 0.054
133 C -3.116 -1.605 -3.708
134 H -1.739 0.157 6.333
135 H 4.034 0.067 3.182
136 H 1.354 -4.105 -1.450
137 C -4.545 -0.406 9.703
138 H -7.069 1.245 -1.091
139 H 2.836 -0.636 -2.242
140 H -9.030 0.026 -7.754
141 C -7.755 -0.208 -5.933
142 C -3.050 -7.595 0.979
143 O -5.231 1.845 4.085
144 H 6.009 -4.423 0.905
145 H 0.762 0.698 0.517
146 C -1.892 1.236 6.366
147 H 6.837 8.901 -7.041
148 H 0.568 -7.267 8.480
149 C 3.110 5.905 -4.632
150 H -7.328 0.353 4.288
151 H -2.438 -0.757 -3.799
152 H 5.088 -3.155 7.075
153 H 1.795 2.092 2.248
154 C -2.622 -3.240 10.332
155 O -5.303 6.568 -2.957
156 O 5.126 6.932 -7.584
157 H -3.503 -0.668 9.886
158 H 2.363 5.125 -4.777
159 C 7.289 8.158 -7.698
160 H -3.269 -7.610 2.047
161 H -2.157 -1.829 -7.298
162 H -2.295 -7.230 7.580
163 C -1.119 -2.716 0.229
164 C 0.043 1.086 -1.485
165 H 3.608 7.113 -9.049
166 H -3.280 -2.675 -1.807
167 O -4.907 -0.859 8.432
168 C 6.434 -4.776 7.604
169 O -5.966 -0.309 5.730
170 O -1.258 -2.397 1.582
171 H 4.886 3.069 -0.720
172 H -1.072 -8.104 0.043
173 H 5.639 4.468 0.021
174 H 8.975 2.097 -2.186
175 H -7.364 -1.202 -5.715
176 C 2.820 6.383 -7.007
177 H 0.793 -3.433 8.139
178 H 1.960 3.003 -5.304
179 H 0.571 -0.508 -8.939
180 H -4.737 -1.546 -0.060
181 O -0.822 -6.939 9.768
182 C 2.575 -4.550 7.810
183 H -1.591 -4.770 5.296
184 H -0.071 -2.905 0.000
185 O -2.623 5.937 -3.429
186 C -0.310 -5.553 9.924
187 H -1.986 -9.433 0.899
188 C -1.801 2.565 -1.878
189 C 4.970 -4.199 7.363
190 H -2.199 1.721 5.440
191 H 7.896 -0.729 -2.667
192 H 7.035 -4.221 8.325
193 H 8.688 0.151 -4.030
194 H 6.440 6.834 -9.195
195 H 9.832 -2.243 0.292
196 H 4.726 -4.410 6.322
197 C -0.649 4.198 4.754
198 O -0.373 5.563 -6.093
199 H 2.576 -2.181 3.236
200 H -0.526 -4.948 9.043
201 H -5.476 0.698 -0.863
202 C 3.108 -3.238 -0.638
203 H 2.743 -2.357 -0.109
204 H 5.195 1.441 -4.049
205 C 2.427 -1.357 -2.950
206 C 5.889 0.605 -3.961
207 H -0.589 -2.096 -4.402
208 O -1.062 -8.109 2.147
209 H -5.327 -2.979 -0.921
210 H -0.792 3.705 -6.843
211 C -1.713 -8.378 0.881
212 O 2.367 -2.110 8.146
213 H -2.357 1.871 -2.509
214 C 1.826 -3.378 8.483
215 H 6.899 -2.928 1.169
216 H 3.557 4.165 1.895
217 C -2.891 6.380 -2.188
218 H -1.714 -2.769 9.954
219 O -2.634 -2.640 -4.375
220 H -1.774 -3.541 -0.053
221 H -8.197 2.723 -6.774
222 H -6.270 1.488 -4.340
223 H 11.714 1.576 -1.201
224 H -1.556 0.914 2.295
225 C 0.604 0.352 -8.271
226 H 1.054 1.005 -1.885
227 C 11.044 0.751 -0.958
228 H 5.405 -0.217 -3.433
229 H -4.588 5.230 -1.585
230 O 1.966 -0.190 3.542
231 C 2.219 -1.529 4.034
232 H -3.929 -8.108 0.588
233 H -2.754 7.445 -1.996
234 C 2.500 4.318 -1.189
235 C -5.457 0.521 -6.093
236 H -6.580 7.306 -1.504
237 C 5.230 -3.588 3.269
238 C -5.434 1.664 -5.017
239 H -3.560 -3.209 9.779
240 H -7.303 -2.087 0.108
241 C -4.685 -6.134 -1.169
242 H -1.590 -0.143 -10.777
243 O -0.752 -6.021 6.793
244 O 3.662 2.161 1.239
245 C -0.326 4.807 1.578
246 H -6.400 -1.291 3.992
247 C 10.843 -2.328 -0.106
248 H -2.532 -6.716 -1.376
249 H 0.457 -7.036 2.896
250 H -0.937 -1.322 3.162
251 H -2.383 5.968 -5.830
252 H 0.373 -6.908 1.216
253 H 12.363 -0.988 -1.489
254 H -6.009 0.791 8.171
255 H 8.518 -6.269 6.704
256 H -0.377 2.169 0.227
257 H 0.514 -1.028 7.880
258 C 3.058 0.264 2.739
259 O -1.696 -1.722 -9.320
260 H 4.002 5.281 -4.685
261 H -7.443 -1.396 -1.545
262 H -7.148 7.162 -3.179
263 H 6.375 6.793 -5.609
264 H 6.334 -5.746 8.091
265 H -2.835 -2.582 11.175
266 H 3.029 -1.471 4.761
267 H -1.835 3.558 -2.326
268 H 2.630 1.420 -5.081
269 H -2.617 1.469 7.145
270 H 0.442 4.678 -7.683
271 H -6.782 -4.685 -1.905
272 H -9.404 2.299 -7.975
273 C -5.352 -1.890 -0.892
274 H 1.919 -0.789 -3.730
275 C 2.216 -3.536 -1.797
276 H 4.614 -2.963 3.916
277 H 6.338 0.227 -4.879
278 O 6.985 1.042 -3.094
279 H -5.404 -5.629 -0.524
280 O -0.451 2.256 -2.044
281 H -2.754 -0.237 1.602
282 H -1.352 4.950 -7.835
283 H 1.785 6.433 -7.344
284 H -5.184 -0.442 -5.663
285 H 7.922 8.790 -8.321
286 C -0.270 -6.895 2.095
287 H -0.485 -8.611 8.894
288 C -1.556 6.440 -4.059
289 H -3.998 -1.406 -4.317
290 H -9.621 -0.929 -6.463
291 H -0.107 -5.442 5.050
292 O -2.953 -6.177 0.572
293 H 1.961 -5.371 8.181
294 H -3.941 1.993 2.577
295 H -6.972 5.686 -2.128
296 C 8.978 1.020 -2.024
297 O 0.604 3.609 4.487
298 O 1.531 -2.399 -2.431
299 C 7.445 7.003 -5.629
300 C -3.172 -6.031 -0.819
301 C -1.516 5.579 -5.294
302 C -6.581 6.669 -2.389
303 C -0.137 1.118 0.065
304 O -1.366 5.100 2.459
305 O -0.457 0.369 -7.340
306 H 3.378 -1.710 -3.350
307 C 8.469 -5.199 6.504
308 C -5.358 0.499 3.560
309 H -4.431 -0.072 3.504
310 H -1.179 -8.067 6.623
311 H 0.046 0.996 4.940
312 H -2.224 2.599 -0.874
313 C -4.407 2.676 3.288
314 O -4.909 -5.666 -2.477
315 H -9.677 3.256 -6.480
316 H -6.705 -5.215 -3.663
317 H -2.778 -5.071 -1.153
318 H -4.846 0.947 -6.889
319 H -0.494 0.250 -1.933
320 H 11.297 -3.187 0.388
321 H -4.635 1.776 -4.284
322 O 10.298 0.411 -2.089

Output
E_tot	-176243.6992	eV
energy above the lowest of the compared OMol25 structures with the same formula, charge and spin	307.0	kcal per mole
Kohn-Sham gap	9.534	eV
HOMO energy	-0.3356	hartree